1.
{"formula": "C5H4FNO4S", "method": "ωB97M-V with the def2-TZVPD basis set", "elements": ["C", "C", "C", "C", "C", "N", "O", "O", "O", "O", "F", "S", "H", "H", "H", "H"], "positions_angstrom": [[1.977, 0.613, -0.435], [2.084, -0.785, -0.231], [0.765, 0.992, 0.082], [0.931, -1.206, 0.415], [-2.056, 0.283, -0.158], [0.123, -0.118, 0.573], [-1.703, 0.808, -1.147], [0.106, 2.162, 0.292], [0.618, -2.523, 0.746], [-1.257, -0.176, 0.845], [-4.156, -0.121, -1.335], [-3.741, -0.049, 0.277], [2.787, 1.364, -0.721], [2.826, -1.378, -0.604], [0.669, 2.673, -0.179], [0.028, -2.539, 1.578]], "atomic_forces_ev_per_a": [[0.3, 2.4, 0.2], [-2.7, 0.5, 1.3], [-0.6, -0.5, 0.4], [1.5, -2.1, -1.0], [0.2, -0.4, -0.3], [-0.7, 0.4, 0.1], [0.3, 0.4, -0.8], [-1.3, -2.6, 1.7], [-1.6, 1.3, 1.5], [1.0, -0.4, 0.7], [-0.7, -0.3, -2.7], [0.1, 0.1, 3.1], [-1.3, -1.4, 0.2], [1.8, -1.6, -0.4], [2.2, 3.9, -2.2], [1.4, 0.1, -1.9]], "homo_lumo_gap_ev": [8.05, 4.45], "multiplicity": 3, "s_squared": 2.007, "e_lumo_ha": [0.0138, -0.1224], "homo_energy_ev": [-7.7, -7.8]}

2.
{"formula": "C35H36GeN5O5S2SbV", "method": "ωB97M-V with the def2-TZVPD basis set", "elements": ["V", "C", "C", "N", "C", "C", "N", "C", "O", "O", "C", "O", "O", "H", "H", "H", "H", "H", "S", "C", "C", "N", "C", "S", "C", "N", "C", "Ge", "C", "C", "C", "C", "C", "C", "C", "C", "C", "C", "C", "C", "C", "C", "C", "C", "C", "C", "H", "H", "H", "H", "H", "H", "H", "H", "H", "H", "H", "H", "H", "H", "H", "H", "C", "C", "Sb", "C", "C", "C", "C", "H", "H", "H", "H", "H", "H", "H", "H", "H", "H", "H", "H", "H", "H", "H", "O", "N"], "positions_angstrom": [[-0.139, -0.136, 0.167], [-3.966, 0.531, 0.240], [-3.105, 0.093, 1.369], [-1.790, -0.070, 1.414], [-1.485, -0.469, 2.699], [-2.621, -0.550, 3.435], [-3.626, -0.202, 2.575], [-2.927, -0.843, 4.856], [-1.919, -1.162, 5.617], [-4.080, -0.766, 5.241], [-0.060, -0.789, 3.033], [0.204, -1.100, 4.220], [0.737, -0.714, 2.075], [-3.405, 1.166, -0.435], [-4.831, 1.073, 0.628], [-4.309, -0.332, -0.334], [-4.592, -0.139, 2.850], [-1.020, -1.157, 5.080], [-0.502, -2.489, -0.020], [-1.753, -2.646, -1.228], [-2.369, -3.942, -1.393], [-2.854, -4.981, -1.508], [-2.125, -1.608, -2.013], [-1.373, -0.040, -1.860], [-3.155, -1.767, -3.014], [-3.988, -1.850, -3.806], [0.248, 1.872, -0.475], [-0.588, 3.446, 0.302], [-2.269, 3.364, 1.316], [-3.466, 3.692, 0.671], [-4.678, 3.675, 1.354], [-4.714, 3.333, 2.700], [-3.537, 2.997, 3.356], [-2.329, 3.010, 2.668], [-1.006, 4.741, -1.129], [-1.039, 4.383, -2.477], [-1.303, 5.328, -3.465], [-1.537, 6.651, -3.118], [-1.510, 7.027, -1.778], [-1.247, 6.079, -0.797], [0.839, 4.332, 1.335], [1.954, 4.706, 0.580], [3.104, 5.195, 1.184], [3.164, 5.318, 2.567], [2.067, 4.957, 3.334], [0.917, 4.469, 2.721], [0.539, 1.985, -1.524], [-3.451, 3.968, -0.378], [-5.594, 3.930, 0.834], [-5.657, 3.317, 3.235], [-3.562, 2.700, 4.399], [-1.430, 2.704, 3.186], [-0.861, 3.350, -2.762], [-1.324, 5.029, -4.507], [-1.737, 7.389, -3.886], [-1.692, 8.060, -1.501], [-1.222, 6.383, 0.246], [1.933, 4.590, -0.499], [3.963, 5.455, 0.576], [4.069, 5.677, 3.044], [2.110, 5.037, 4.415], [0.076, 4.199, 3.345], [4.904, 0.584, -1.630], [4.132, -0.282, -2.631], [2.225, -0.984, -1.841], [1.984, -2.650, -3.279], [3.175, -3.070, -4.150], [3.166, -2.134, -0.267], [4.299, -3.074, -0.677], [5.801, 1.022, -2.085], [5.225, -0.008, -0.767], [4.281, 1.388, -1.231], [4.719, -1.154, -2.932], [3.906, 0.282, -3.543], [1.158, -2.318, -3.913], [1.602, -3.491, -2.693], [3.640, -2.210, -4.643], [2.881, -3.772, -4.941], [3.957, -3.557, -3.561], [2.366, -2.691, 0.221], [3.499, -1.372, 0.440], [3.939, -3.867, -1.338], [4.748, -3.561, 0.198], [5.101, -2.547, -1.201], [2.374, 0.936, 0.031], [1.132, 1.301, 0.415]], "atomic_forces_ev_per_a": [[1.2, 0.6, 0.0], [0.0, -0.2, 0.0], [0.1, 0.0, 0.1], [-0.6, 0.3, 0.5], [0.4, 0.0, -0.3], [-0.1, 0.0, 0.3], [-0.3, 0.0, 0.0], [-0.1, 0.0, -0.4], [0.3, -0.1, 0.1], [0.0, 0.0, 0.1], [0.0, 0.0, -0.1], [-0.2, 0.0, 0.2], [-0.2, -0.3, 0.0], [0.0, 0.0, 0.0], [0.1, -0.1, 0.0], [0.0, 0.0, 0.0], [0.0, 0.0, 0.0], [0.0, 0.0, 0.0], [-0.1, -0.6, -0.2], [0.0, -0.5, 0.2], [0.2, 0.4, 0.1], [0.0, 0.0, 0.0], [-0.3, 0.2, -0.4], [-0.5, 0.0, -0.4], [0.3, 0.1, 0.3], [-0.1, 0.0, -0.1], [0.1, 0.4, 0.3], [0.2, 0.0, -0.3], [-0.1, 0.0, 0.1], [0.0, 0.1, 0.2], [0.1, 0.1, 0.0], [0.0, 0.0, -0.1], [0.1, 0.0, 0.0], [-0.1, -0.1, -0.1], [0.0, 0.1, 0.0], [0.0, 0.0, 0.0], [0.0, 0.0, 0.1], [0.0, 0.0, 0.1], [0.0, -0.1, 0.0], [0.0, -0.1, -0.1], [0.1, -0.1, 0.1], [0.0, 0.0, 0.1], [0.0, 0.0, 0.0], [0.0, 0.0, 0.0], [0.0, 0.0, 0.0], [0.0, 0.1, -0.1], [0.1, -0.1, 0.0], [0.0, 0.0, 0.0], [0.0, 0.0, 0.0], [0.0, 0.0, 0.0], [0.0, 0.0, 0.0], [0.0, 0.0, 0.0], [0.0, 0.1, 0.0], [0.0, 0.0, 0.0], [0.0, 0.0, 0.0], [0.0, 0.0, 0.0], [0.0, 0.0, 0.0], [0.0, 0.0, 0.0], [0.0, 0.0, 0.0], [0.0, 0.0, 0.0], [0.0, 0.0, 0.0], [0.0, 0.0, 0.0], [0.0, -0.1, -0.1], [0.0, 0.2, 0.1], [0.2, -0.2, 0.0], [0.2, 0.0, -0.1], [-0.1, 0.0, 0.0], [0.1, 0.0, -0.1], [-0.1, 0.1, 0.0], [0.0, 0.0, 0.0], [0.0, 0.0, -0.1], [0.0, -0.1, 0.0], [0.0, 0.0, 0.0], [0.0, 0.0, 0.0], [0.0, 0.0, 0.0], [0.0, 0.0, 0.0], [-0.1, 0.0, 0.0], [0.0, 0.0, 0.1], [0.0, 0.1, 0.0], [0.0, 0.0, 0.0], [0.0, 0.0, 0.0], [0.0, 0.0, 0.0], [0.0, 0.0, 0.0], [0.0, 0.0, 0.0], [-0.6, 0.2, 0.2], [0.0, -0.2, -0.3]], "homo_lumo_gap_ev": [5.39, 5.18], "multiplicity": 2, "s_squared": 0.834, "e_lumo_ha": [0.1486, 0.1486], "charge": -2, "homo_energy_ev": [-1.3, -1.1]}

3.
{"formula": "C48H40Cl2F3N5P2S2V", "method": "ωB97M-V with the def2-TZVPD basis set", "elements": ["V", "C", "C", "N", "N", "C", "N", "S", "C", "C", "C", "C", "C", "N", "H", "H", "H", "H", "H", "H", "H", "H", "H", "H", "Cl", "C", "C", "C", "C", "C", "Cl", "C", "S", "H", "H", "H", "C", "N", "P", "C", "C", "C", "C", "C", "C", "C", "C", "C", "C", "C", "C", "P", "C", "C", "C", "C", "C", "C", "C", "C", "C", "C", "C", "C", "H", "H", "H", "H", "H", "H", "H", "H", "H", "H", "H", "H", "H", "H", "H", "H", "H", "H", "H", "H", "H", "H", "H", "F", "C", "F", "F", "C", "C", "C", "C", "C", "C", "C", "C", "H", "H", "H", "H"], "positions_angstrom": [[-0.321, 0.517, -1.534], [3.076, 2.498, -3.062], [1.846, 2.076, -2.319], [1.364, 0.842, -2.317], [2.101, -0.226, -2.771], [2.097, -1.291, -1.947], [2.757, -2.414, -2.308], [1.298, -1.130, -0.481], [1.140, 2.958, -1.437], [1.442, 4.316, -1.254], [0.746, 5.044, -0.317], [-0.243, 4.414, 0.439], [-0.494, 3.078, 0.205], [0.165, 2.353, -0.698], [3.290, 1.833, -3.897], [3.948, 2.505, -2.402], [2.946, 3.499, -3.470], [2.701, -0.160, -3.579], [2.854, -2.616, -3.291], [2.567, -3.216, -1.723], [2.214, 4.787, -1.845], [0.961, 6.093, -0.165], [-0.802, 4.948, 1.194], [-1.260, 2.565, 0.774], [-2.471, 0.526, -0.515], [-3.312, 1.850, -1.266], [-4.474, 2.323, -0.684], [-5.164, 3.364, -1.277], [-4.687, 3.931, -2.450], [-3.524, 3.451, -3.021], [-2.948, 4.177, -4.479], [-2.792, 2.389, -2.452], [-1.373, 1.773, -3.224], [-4.840, 1.870, 0.227], [-6.076, 3.735, -0.831], [-5.216, 4.742, -2.930], [-1.250, -0.333, 3.261], [-0.071, -1.130, 2.814], [1.146, 0.136, 2.577], [1.504, 0.449, 4.368], [1.180, -0.415, 5.408], [1.578, -0.131, 6.706], [2.318, 1.010, 6.978], [2.650, 1.874, 5.946], [2.236, 1.600, 4.652], [2.815, -0.627, 2.355], [3.319, -1.716, 3.050], [4.641, -2.100, 2.879], [5.482, -1.369, 2.055], [5.001, -0.246, 1.397], [3.671, 0.113, 1.539], [-0.705, -2.137, 1.492], [-1.778, -3.200, 2.568], [-2.750, -3.956, 1.920], [-3.557, -4.830, 2.632], [-3.414, -4.940, 4.006], [-2.437, -4.201, 4.659], [-1.610, -3.351, 3.942], [0.480, -3.544, 1.312], [0.522, -4.148, 0.056], [1.271, -5.297, -0.145], [1.981, -5.855, 0.911], [1.934, -5.263, 2.163], [1.172, -4.121, 2.366], [-0.969, 0.278, 4.119], [-2.063, -0.986, 3.568], [-1.631, 0.335, 2.478], [0.621, -1.319, 5.201], [1.311, -0.807, 7.510], [2.634, 1.225, 7.991], [3.234, 2.763, 6.149], [2.497, 2.274, 3.843], [2.689, -2.258, 3.740], [5.019, -2.968, 3.403], [6.517, -1.663, 1.940], [5.668, 0.349, 0.786], [3.281, 0.977, 1.011], [-2.869, -3.851, 0.846], [-4.298, -5.426, 2.115], [-4.064, -5.595, 4.572], [-2.311, -4.292, 5.731], [-0.836, -2.795, 4.454], [-0.023, -3.693, -0.766], [1.290, -5.767, -1.121], [2.567, -6.752, 0.753], [2.478, -5.705, 2.989], [1.107, -3.679, 3.350], [-3.447, -6.709, -6.894], [-3.088, -6.893, -5.611], [-2.086, -7.806, -5.624], [-4.128, -7.497, -4.998], [-2.680, -5.632, -4.921], [-2.510, -5.660, -3.541], [-2.096, -4.526, -2.871], [-1.846, -3.340, -3.575], [-2.045, -3.325, -4.962], [-2.450, -4.463, -5.633], [-1.373, -2.166, -2.922], [-0.916, -1.147, -2.427], [-2.704, -6.579, -3.003], [-1.968, -4.550, -1.797], [-1.876, -2.401, -5.498], [-2.587, -4.448, -6.706]], "atomic_forces_ev_per_a": [[-0.4, 0.0, 0.9], [-0.1, -0.1, 0.1], [0.5, 0.4, -0.1], [1.1, 0.5, -1.0], [0.4, -0.5, 0.0], [0.0, 0.4, 0.2], [-0.1, 0.1, -0.1], [0.2, 0.0, 0.0], [0.0, 0.0, 0.1], [0.0, 0.0, 0.0], [0.0, -0.1, 0.0], [0.0, -0.1, -0.1], [-0.1, 0.2, 0.3], [0.2, 0.6, 0.1], [0.0, 0.0, 0.0], [0.0, 0.0, 0.0], [0.0, 0.0, 0.0], [-0.1, 0.1, 0.0], [0.1, 0.0, 0.0], [0.0, 0.0, 0.0], [0.0, 0.0, 0.0], [0.0, 0.0, 0.0], [0.0, 0.0, 0.0], [0.0, -0.1, 0.0], [-0.9, -0.3, 0.8], [-0.2, 0.8, -0.5], [0.0, -0.2, 0.3], [0.0, 0.1, 0.0], [0.1, 0.0, 0.0], [0.0, -0.2, 0.3], [-0.1, 0.1, -0.1], [0.0, 0.0, -0.1], [-0.2, 0.1, -0.4], [0.0, 0.0, 0.0], [0.0, 0.0, 0.0], [0.0, 0.0, 0.0], [-0.1, 0.1, 0.1], [0.1, 0.1, -0.4], [0.3, -0.4, 0.4], [-0.1, 0.2, 0.0], [0.0, 0.0, 0.0], [0.0, 0.0, 0.0], [0.0, 0.0, 0.0], [0.0, 0.0, 0.0], [0.0, 0.0, 0.0], [-0.2, 0.1, -0.2], [0.0, 0.0, -0.1], [-0.1, -0.1, 0.1], [0.1, 0.1, 0.0], [0.1, 0.0, 0.1], [-0.1, 0.0, 0.0], [0.0, -0.5, 0.9], [-0.2, 0.0, -0.2], [0.0, 0.1, 0.0], [0.0, -0.1, 0.0], [0.0, 0.0, 0.0], [0.1, 0.0, 0.0], [-0.1, -0.1, 0.0], [0.0, 0.1, -0.1], [0.0, 0.0, 0.0], [-0.1, -0.1, 0.0], [0.1, 0.0, 0.0], [0.0, -0.1, 0.0], [0.0, 0.0, 0.0], [-0.1, 0.0, 0.0], [0.0, 0.0, 0.0], [0.0, 0.0, 0.0], [0.0, 0.0, 0.0], [0.0, 0.0, 0.0], [0.0, 0.0, 0.0], [0.0, 0.0, 0.0], [0.0, 0.0, 0.0], [0.0, 0.0, 0.0], [0.0, 0.0, 0.0], [0.0, 0.0, 0.0], [0.0, 0.0, -0.1], [0.0, 0.0, 0.0], [-0.1, 0.0, 0.0], [0.0, 0.0, 0.0], [0.0, 0.0, 0.0], [0.0, 0.0, 0.0], [0.0, 0.0, 0.0], [0.0, 0.0, 0.0], [0.0, 0.0, 0.0], [0.0, 0.0, 0.0], [0.0, 0.0, 0.0], [0.0, 0.0, 0.0], [0.0, 0.1, 0.1], [0.0, -0.3, -0.1], [0.0, 0.1, 0.0], [0.1, 0.1, 0.0], [0.0, 0.0, 0.0], [0.0, 0.0, -0.1], [0.0, 0.0, -0.1], [-0.1, -0.1, -0.2], [0.0, 0.0, 0.1], [0.0, -0.1, 0.0], [0.2, 0.1, 0.1], [-0.5, -1.5, -0.9], [0.0, 0.0, 0.1], [0.0, 0.0, 0.0], [0.0, 0.0, 0.0], [0.0, 0.0, 0.0]], "homo_lumo_gap_ev": [6.29, 6.58], "multiplicity": 4, "s_squared": 3.788, "e_lumo_ha": [-0.0041, -0.0251], "homo_energy_ev": [-6.4, -7.3]}